107
Properties=species:S:1:pos:R:3:forces:R:3:lowdin_charge:R:1 method="wB97M-V/def2-TZVPD" max_force_ev_per_a=4.2 total_charge=+1 homo_lumo_gap_ev=6.10 energy_ev=-273712.2188 relative_energy_kcal_mol=77.2 lumo_ev=-4.054 spin_multiplicity=1 mol_weight_g_mol=1062.630
Ba 0.404 0.446 0.488 1.0 -2.0 1.1 1.823
O 2.312 -0.461 0.326 3.8 -1.7 -0.4 -0.600
C 3.106 -1.393 0.813 0.3 -0.6 0.2 -0.396
C 4.218 -1.875 0.099 0.0 0.2 0.0 -0.034
C 4.961 -2.946 0.552 0.0 0.0 0.0 -0.080
C 4.625 -3.592 1.739 0.1 0.0 0.0 -0.094
C 3.556 -3.120 2.475 0.0 0.1 0.1 -0.043
C 2.818 -2.011 2.057 0.1 0.1 -0.3 -0.169
C 1.652 -1.588 2.852 -0.1 0.0 0.3 -0.172
N 1.296 -0.431 3.243 -0.2 -0.3 0.3 0.006
C 2.178 0.710 3.142 0.0 0.4 -0.2 -0.246
C 1.369 1.992 3.304 0.3 -0.1 0.3 -0.213
N 0.531 2.222 2.138 -0.3 1.7 0.9 -0.194
C -0.453 3.022 2.274 0.3 0.0 0.4 -0.103
C -1.362 3.508 1.252 -0.3 0.0 -0.5 -0.128
C -2.229 4.533 1.668 0.1 -0.1 0.0 -0.027
C -3.071 5.187 0.799 -0.1 0.1 -0.1 -0.067
C -3.045 4.844 -0.548 0.0 0.1 0.1 -0.051
C -2.220 3.830 -0.983 0.2 -0.2 0.0 -0.071
C -1.400 3.108 -0.107 -0.5 0.8 0.1 -0.369
O -0.704 2.059 -0.577 -2.3 1.6 -2.0 -0.654
H 4.478 -1.382 -0.830 0.0 0.0 0.0 0.105
H 5.811 -3.286 -0.027 0.0 0.0 0.0 0.108
H 5.205 -4.436 2.086 0.0 0.0 0.0 0.102
H 3.290 -3.590 3.415 0.0 -0.1 0.0 0.117
H 0.989 -2.395 3.177 0.0 0.0 -0.1 0.115
H 2.738 0.749 2.197 0.1 0.0 0.2 0.100
H 2.893 0.650 3.966 0.1 0.0 -0.1 0.139
H 2.065 2.829 3.409 -0.1 0.0 0.0 0.131
H 0.752 1.918 4.205 0.1 0.0 0.0 0.125
H -0.634 3.471 3.258 0.0 0.0 0.0 0.137
H -2.218 4.824 2.711 0.0 0.0 0.0 0.117
H -3.732 5.964 1.157 0.0 0.0 0.0 0.110
H -3.683 5.361 -1.254 0.0 0.0 0.0 0.116
H -2.195 3.550 -2.028 -0.1 0.0 0.0 0.076
Cl -2.152 -0.396 0.756 -2.1 -0.7 0.1 0.034
Ge -1.935 0.342 -1.352 -0.2 0.9 -0.7 0.212
Cl -3.927 1.176 -1.458 0.1 -0.2 0.0 0.235
Cl -1.488 -2.881 -1.439 -0.3 0.1 -0.3 0.205
C -0.565 -8.128 3.393 -0.2 0.1 0.0 -0.108
C -1.370 -7.029 2.705 0.3 -0.1 0.0 -0.272
C -0.490 -6.118 1.853 -0.2 0.1 -0.1 -0.300
C -1.320 -5.092 1.076 0.4 0.2 -0.2 -0.329
Ge -0.187 -3.842 0.043 0.3 -0.4 0.3 0.676
C 1.372 -4.394 -1.047 -0.1 -0.2 0.4 -0.312
C 1.616 -5.895 -1.194 -0.2 0.1 0.0 -0.279
C 0.421 -6.620 -1.809 0.2 -0.1 0.1 -0.282
C 0.628 -8.130 -1.874 -0.1 0.2 -0.1 -0.099
H -1.221 -8.764 3.987 0.1 0.0 0.0 0.072
H 0.188 -7.700 4.057 0.0 0.0 0.0 0.074
H -0.061 -8.756 2.657 0.0 0.0 0.0 0.071
H -1.887 -6.427 3.456 -0.1 0.0 0.0 0.111
H -2.130 -7.485 2.065 -0.1 0.1 0.0 0.112
H 0.084 -6.733 1.152 0.0 0.0 0.0 0.088
H 0.232 -5.600 2.493 0.1 -0.1 0.0 0.110
H -1.913 -4.489 1.768 0.0 0.1 -0.1 0.072
H -2.020 -5.596 0.407 0.0 0.1 -0.1 0.067
H 0.189 -2.643 0.931 0.0 0.0 0.0 -0.051
H 2.245 -3.913 -0.598 0.0 0.1 0.0 0.051
H 1.208 -3.958 -2.033 0.0 0.1 0.0 0.032
H 1.849 -6.330 -0.218 0.0 0.0 0.0 0.102
H 2.497 -6.044 -1.824 0.0 -0.1 0.0 0.117
H 0.241 -6.225 -2.813 -0.1 0.0 0.0 0.108
H -0.471 -6.404 -1.210 0.0 0.0 -0.1 0.080
H 1.487 -8.370 -2.502 0.0 -0.1 0.0 0.077
H -0.248 -8.627 -2.290 0.0 -0.1 0.0 0.073
H 0.809 -8.538 -0.878 0.0 0.0 0.0 0.070
C -3.575 -1.646 -4.204 0.4 0.0 0.1 -0.220
Si -1.836 -1.820 -4.905 -0.1 -0.1 -0.4 0.342
C -1.127 -3.566 -4.807 -0.1 0.3 0.1 -0.226
C -1.818 -1.282 -6.724 0.1 0.1 0.4 -0.220
Ge -0.386 -0.095 -3.890 -0.2 0.1 0.3 0.728
Si -0.936 2.185 -4.677 0.0 0.4 -0.2 0.365
C -2.802 2.478 -4.637 0.3 -0.2 0.2 -0.222
C 0.042 3.421 -3.632 -0.2 -0.2 0.0 -0.212
C -0.401 2.349 -6.487 0.1 -0.3 0.3 -0.204
Si 2.083 -0.289 -3.685 0.3 -0.2 -0.3 0.394
C 2.759 -1.989 -3.245 -0.3 0.3 0.1 -0.198
C 2.907 1.054 -2.656 -0.4 -0.1 -0.1 -0.187
C 2.370 -0.068 -5.551 -0.3 0.2 0.3 -0.213
H -4.263 -2.328 -4.708 0.0 0.0 -0.1 0.043
H -3.952 -0.631 -4.339 0.0 0.0 0.0 0.021
H -3.602 -1.876 -3.137 0.0 0.0 0.0 -0.008
H -1.646 -4.214 -5.517 -0.1 0.1 -0.1 0.040
H -1.244 -3.994 -3.813 0.0 0.0 0.0 -0.034
H -0.067 -3.579 -5.070 0.0 0.0 0.0 0.025
H -2.273 -2.048 -7.355 0.0 -0.1 0.1 0.040
H -0.798 -1.128 -7.083 0.0 0.0 -0.1 0.021
H -2.372 -0.355 -6.875 0.0 0.0 0.0 0.022
H -3.267 2.127 -3.716 0.0 0.1 -0.1 -0.058
H -3.291 1.967 -5.469 0.0 0.0 0.0 0.032
H -3.018 3.544 -4.736 0.1 0.0 0.0 0.043
H 0.074 3.127 -2.582 0.0 0.0 0.0 -0.001
H -0.406 4.416 -3.680 0.0 0.0 -0.1 0.043
H 1.069 3.508 -3.989 0.0 0.0 -0.1 0.029
H -0.777 1.525 -7.097 0.0 0.0 0.0 0.016
H 0.683 2.381 -6.597 0.0 0.0 0.0 0.014
H -0.800 3.274 -6.906 -0.1 0.1 0.1 0.043
H 2.712 -2.167 -2.173 0.0 0.0 0.0 -0.004
H 3.808 -2.046 -3.545 0.0 0.1 0.0 0.050
H 2.226 -2.788 -3.761 0.0 0.0 0.0 0.024
H 2.826 0.828 -1.591 0.1 -0.1 0.0 -0.004
H 2.479 2.041 -2.836 0.0 0.0 0.0 0.014
H 3.970 1.102 -2.905 0.0 -0.1 0.0 0.049
H 1.754 -0.773 -6.115 0.0 0.0 -0.1 0.026
H 3.411 -0.258 -5.812 0.1 0.0 0.1 0.045
H 2.119 0.939 -5.888 0.0 0.0 0.0 0.008